[1]
{
  "formula": "C2H7INS",
  "method": "ωB97M-V/def2-TZVPD",
  "elements": ["C", "C", "N", "S", "I", "H", "H", "H", "H", "H", "H", "H"],
  "positions_angstrom": [[1.0063, -1.0711, -0.8458], [0.4508, 0.9278, 0.5024], [-0.8392, 0.5547, 1.0859], [-0.4949, -1.8951, -0.8227], [0.3721, 2.4537, -0.9461], [1.1166, -0.4387, -1.6710], [1.8201, -1.4343, -0.3632], [1.2362, 1.1849, 1.2409], [-1.1375, 0.7557, 2.0703], [-1.0125, -0.5176, 1.1471], [-1.5302, 0.9245, 0.5152], [-0.9880, -1.4444, -1.9130]],
  "largest_force_ev_per_a": 4.6,
  "de_lowest_kj_mol": 273.7,
  "orbital_gap_ev": [7.866, 7.862],
  "spin_multiplicity": 1,
  "molar_mass_g_mol": 204.056,
  "e_homo_ev": [-12.5, -12.5],
  "charge": 1
}


[2]
{
  "formula": "C6H6N2O2",
  "method": "ωB97M-V/def2-TZVPD",
  "elements": ["O", "C", "C", "C", "N", "C", "O", "N", "H", "H", "H", "H", "C", "C", "H", "H"],
  "positions_angstrom": [[0.6054, 1.1412, -1.8439], [-0.1319, 0.5827, -0.9756], [-1.5632, 1.0417, -0.6936], [-2.2954, 0.5530, 0.2886], [-1.8564, -0.7177, 0.7166], [-0.6402, -1.3400, 0.4157], [-0.1760, -2.3946, 0.8845], [0.2359, -0.5264, -0.3269], [-1.8635, 1.9554, -1.0860], [-3.2555, 1.0757, 0.5656], [-2.0941, -0.9426, 1.7691], [1.1309, -1.0548, -0.6467], [3.4741, -0.1721, 0.2044], [2.4930, 0.4563, 0.4860], [4.2576, -0.9543, -0.2382], [1.6792, 1.2965, 0.4804]],
  "largest_force_ev_per_a": 5.3,
  "smiles": "O=c1cc[nH]c(=O)[nH]1.C#C",
  "de_lowest_kj_mol": 339.2,
  "orbital_gap_ev": 10.149,
  "spin_multiplicity": 1,
  "molar_mass_g_mol": 138.126,
  "e_homo_ev": -9.8
}


[3]
{
  "formula": "C3H7N3O",
  "method": "ωB97M-V/def2-TZVPD",
  "elements": ["C", "N", "O", "H", "H", "H", "N", "C", "C", "N", "H", "H", "H", "H"],
  "positions_angstrom": [[-1.9395, -0.6193, 0.2233], [-2.1769, 0.4554, -0.9755], [-2.1489, 0.6936, 0.4146], [-1.1996, -1.0294, 0.9004], [-2.7782, -1.2933, 0.0456], [-3.1405, 0.7263, -1.2029], [0.5578, 1.5233, 0.8352], [1.2867, 0.5504, 0.2640], [1.8027, -0.4270, -0.2367], [2.8316, -1.2775, -0.4826], [-0.0059, 2.0688, 0.1955], [0.8257, 1.8496, 1.7536], [2.5817, -2.2538, -0.5617], [3.5035, -0.9670, -1.1728]],
  "largest_force_ev_per_a": 2.8,
  "smiles": "C1NO1.NC#CN",
  "de_lowest_kj_mol": 732.1,
  "orbital_gap_ev": 8.887,
  "spin_multiplicity": 1,
  "molar_mass_g_mol": 101.109,
  "e_homo_ev": -7.9
}


[4]
{
  "formula": "C6H15NO",
  "method": "ωB97M-V/def2-TZVPD",
  "elements": ["C", "C", "C", "C", "C", "C", "N", "H", "H", "H", "H", "H", "H", "H", "H", "H", "H", "H", "H", "H", "O", "H", "H"],
  "positions_angstrom": [[0.6713, -2.7628, -0.0294], [-0.1971, -1.5190, 0.0934], [-0.2034, -0.5168, -0.7998], [0.7461, -0.4954, -1.9288], [-1.0926, 0.7198, -0.8074], [-0.8704, 1.6402, 0.3786], [-0.8830, 3.0098, -0.1574], [0.3300, -3.4648, 0.7607], [0.2910, -3.1437, -1.0037], [1.7288, -2.5082, 0.1069], [-0.8118, -1.4224, 0.9511], [1.2414, -1.4854, -1.9161], [0.1566, -0.4582, -2.9176], [1.2099, 0.4279, -1.7627], [-0.8801, 1.3218, -1.8121], [-2.1545, 0.6540, -0.8712], [-1.8024, 1.5755, 1.0610], [0.0464, 1.2886, 0.8680], [-0.1494, 3.0148, -0.8400], [-0.7001, 3.7454, 0.6096], [0.9386, 0.4269, 3.6063], [0.5877, 0.0557, 2.7228], [1.7970, -0.1037, 3.6878]],
  "largest_force_ev_per_a": 3.7,
  "smiles": "C/C=C(\\C)CCN.O",
  "de_lowest_kj_mol": 281.7,
  "orbital_gap_ev": 9.688,
  "spin_multiplicity": 1,
  "molar_mass_g_mol": 117.192,
  "e_homo_ev": -9.0
}


[5]
{
  "formula": "C4H3Br4O2P",
  "method": "ωB97M-V/def2-TZVPD",
  "elements": ["C", "C", "C", "C", "O", "O", "P", "Br", "Br", "Br", "Br", "H", "H", "H"],
  "positions_angstrom": [[1.4142, 1.7094, -0.3211], [0.0037, 1.6387, 0.0773], [1.5393, 1.9757, -1.8173], [-1.9136, -2.0151, -0.0315], [2.2751, 1.2902, 0.4353], [-0.8093, 2.2127, 0.6713], [-0.3450, -0.5577, -0.4155], [2.3746, 0.4306, -2.6539], [-0.1521, 2.4115, -2.6077], [-1.0216, -3.4606, -0.9111], [-3.6129, -1.6623, -0.6898], [2.1330, 2.9195, -2.1043], [-1.9408, -1.9600, 1.1545], [0.1072, -0.6095, 0.7988]],
  "largest_force_ev_per_a": 5.1,
  "orbital_gap_ev": [6.728, 6.460],
  "spin_multiplicity": 3,
  "molar_mass_g_mol": 433.656,
  "e_homo_ev": [-7.1, -9.3],
  "s2": 2.02
}


[6]
{
  "formula": "C5H12N2",
  "method": "ωB97M-V/def2-TZVPD",
  "elements": ["C", "C", "C", "C", "C", "N", "N", "H", "H", "H", "H", "H", "H", "H", "H", "H", "H", "H", "H"],
  "positions_angstrom": [[1.3636, -0.9861, 0.4140], [0.9525, -0.0054, -0.6701], [-0.5380, -0.0635, -0.9649], [-1.1021, -0.9931, -1.7309], [-0.9203, 1.9521, 0.4543], [-1.4393, 0.7236, -0.1762], [0.3321, -0.7503, 1.7294], [2.4250, -0.8171, 0.6282], [1.1338, -1.9825, 0.0520], [1.3617, -0.3736, -1.6139], [1.2219, 1.0380, -0.5965], [-0.4438, -1.7747, -2.0840], [-2.1760, -0.9538, -1.8178], [-0.2638, 2.4757, -0.2391], [-1.7679, 2.5792, 0.7427], [-0.3232, 1.7091, 1.3401], [-1.6857, 0.1415, 0.6065], [1.2794, -0.3435, 1.6488], [0.5903, -1.5755, 2.2774]],
  "largest_force_ev_per_a": 4.2,
  "de_lowest_kj_mol": 378.4,
  "orbital_gap_ev": 9.200,
  "spin_multiplicity": 1,
  "molar_mass_g_mol": 100.165,
  "e_homo_ev": -8.3
}